Molecular formula: C30H25AsF6FeN5
Method: DFT, wB97M-V/def2-TZVPD

XYZ file:
```
68
C30H25AsF6FeN5 | the Open Molecules 2025 dataset | wB97M-V/def2-TZVPD
Fe 0.48587 1.19814 0.46649
C 1.56504 -4.86902 -3.59197
C 1.26848 -3.83625 -2.54401
C 1.05122 -4.19287 -1.20828
C 0.78782 -3.23714 -0.26427
C 0.70406 -1.85114 -0.58664
N 0.38658 -0.93380 0.34124
C -0.15030 -1.38216 1.57102
C -1.33599 -2.11855 1.57057
C -1.90166 -2.58620 2.73822
C -1.29922 -2.31692 3.96365
C -1.90006 -2.80590 5.25367
C -0.13684 -1.56345 3.96924
C 0.45422 -1.10592 2.79920
N 1.68217 -0.40378 2.88257
C 2.53400 -0.37148 3.93473
C 3.56941 0.45793 3.60276
C 3.26870 0.90083 2.30695
N 2.13763 0.37551 1.87403
C 1.00476 -1.49432 -1.93839
C 1.26205 -2.48197 -2.86997
N 1.08520 -0.15941 -2.37273
C 0.82180 0.27782 -3.63539
C 1.23961 1.57381 -3.71398
C 1.75222 1.85950 -2.43550
N 1.64811 0.82530 -1.62300
H 1.29884 -5.86633 -3.24526
H 2.63131 -4.86858 -3.83247
H 1.01945 -4.65942 -4.51266
H 1.10159 -5.23466 -0.91501
H 0.63807 -3.53110 0.76435
H -1.80706 -2.31498 0.61426
H -2.81766 -3.16366 2.69805
H -2.55970 -3.65465 5.07868
H -2.48824 -2.01392 5.72206
H -1.12457 -3.10561 5.95854
H 0.31033 -1.31616 4.92279
H 2.36224 -0.93201 4.83598
H 4.41712 0.72100 4.21224
H 3.82415 1.57415 1.67341
H 1.48820 -2.19398 -3.88866
H 0.35622 -0.35549 -4.37075
H 1.15910 2.23811 -4.55783
H 2.20019 2.77453 -2.08524
C -3.36930 1.39471 -3.82305
C -2.87680 0.44123 -2.90238
C -1.99754 0.82182 -1.92791
C -1.54162 2.16199 -1.82092
C -0.58981 2.55155 -0.83634
C -0.17814 3.86438 -0.79208
C -0.68964 4.82266 -1.70526
C -1.59512 4.45700 -2.66091
C -2.04828 3.11897 -2.74446
C -2.97326 2.69901 -3.73663
H -4.06955 1.09042 -4.59164
H -3.21277 -0.58775 -2.97205
H -1.62535 0.10321 -1.20212
H 0.55220 4.19777 -0.06610
H -0.35232 5.85248 -1.63962
H -1.97310 5.18576 -3.37101
H -3.36325 3.44046 -4.42649
F -0.92676 1.53303 2.26597
As -0.32621 2.98138 3.14649
F -1.60568 2.87307 4.26795
F -1.24659 3.95197 2.09127
F 0.97853 2.94892 1.91698
F 0.40745 4.33657 3.87125
F 0.62843 1.90359 4.09639
```

Values from the calculation:
E_LUMO (alpha / beta): 0.13 / -2.55 eV
Spin multiplicity: 6
Frontier orbital gap (alpha / beta): 0.2737 / 0.1758 hartree
Highest occupied orbital energy (alpha / beta): -7.32 / -7.33 eV

Mulliken population analysis, charges in e, atoms 1 to 5:
1 Fe 0.1392
2 C -1.5804
3 C 0.4635
4 C -1.2474
5 C -0.5892


Molecular formula: C2H3F5O
Method: DFT, wB97M-V/def2-TZVPD

XYZ file:
```
11
C2H3F5O | the Open Molecules 2025 dataset | wB97M-V/def2-TZVPD
F 0.96244 -1.65503 0.69316
C -0.34092 -1.70513 0.35413
F -0.60144 -2.96612 -0.10309
C -0.50002 -0.69153 -0.71667
F 0.22396 -1.06195 -1.71766
F -1.75393 -0.68236 -1.21258
F -0.14699 0.48551 -0.25570
H -0.89959 -1.41370 1.26672
O 1.13377 3.02960 0.89179
H 0.78717 3.94904 0.83933
H 1.13558 2.71169 -0.03944
```

Values from the calculation:
E_LUMO: 0.76 eV
Frontier orbital gap: 0.4540 hartree
Highest occupied orbital energy: -11.59 eV
SMILES: FC(F)C(F)(F)F.O

Mulliken population analysis, charges in e, atoms 1 to 5:
1 F -0.2435
2 C 0.1970
3 F -0.2387
4 C 0.7201
5 F -0.2452


Molecular formula: C5H8O
Method: DFT, wB97M-V/def2-TZVPD

XYZ file:
```
14
C5H8O | the Open Molecules 2025 dataset | wB97M-V/def2-TZVPD
C -0.90930 -0.92116 -0.45512
C -1.30595 -0.33612 0.88590
C 0.23309 1.69022 -0.43821
C 1.38603 0.89617 -0.31327
C 1.39615 -0.48832 -0.16891
O 0.46146 -1.37926 -0.34348
H -1.47504 -1.81288 -0.73277
H -0.94870 -0.17196 -1.25180
H -1.96571 0.51921 0.75326
H -1.73547 -1.08523 1.55067
H 0.53562 2.73265 -0.64088
H 2.40607 1.28768 -0.29796
H -0.40413 0.05923 1.35285
H 2.32587 -0.99022 0.09974
```

Values from the calculation:
E_LUMO: -0.33 eV
Frontier orbital gap: 0.2752 hartree
Highest occupied orbital energy: -7.82 eV

Mulliken population analysis, charges in e, atoms 1 to 5:
1 C -0.3614
2 C -0.9089
3 C -0.9646
4 C 0.1938
5 C -0.0968


Molecular formula: C4H5ClO
Method: DFT, wB97M-V/def2-TZVPD

XYZ file:
```
11
C4H5ClO | the Open Molecules 2025 dataset | wB97M-V/def2-TZVPD
O -0.68103 0.01237 2.58761
C -0.23506 0.62812 1.64071
C -0.94023 0.74611 0.41723
C 0.05928 -0.24000 -0.72570
C 1.17573 -0.91863 -1.09439
Cl 1.22338 -1.98329 -2.46974
H 0.89554 0.79561 1.57483
H -1.87844 0.23411 0.23121
H -1.01017 1.75956 -0.09976
H -0.72188 -0.39966 -1.42915
H 2.11289 -0.63430 -0.63284
```

Values from the calculation:
E_LUMO: 0.57 eV
Frontier orbital gap: 0.3812 hartree
Highest occupied orbital energy: -9.81 eV
SMILES: O=CC/C=C/Cl

Mulliken population analysis, charges in e, atoms 1 to 5:
1 O -0.4703
2 C 0.0915
3 C -0.2984
4 C -0.3324
5 C -0.2074


Molecular formula: C6H4N5O5Tb
Method: DFT, wB97M-V/def2-TZVPD

XYZ file:
```
21
C6H4N5O5Tb | the Open Molecules 2025 dataset | wB97M-V/def2-TZVPD
O -1.72634 -3.40596 -0.43289
C -1.27832 -2.36007 -0.24506
Tb -0.50085 -0.04510 0.30525
O 2.21922 -1.24459 2.37989
C 1.38346 -0.81320 1.71578
C 1.06244 1.75874 -0.30821
O 1.70146 2.64841 -0.66478
C -1.00461 1.30054 -1.73898
O -0.76970 2.05718 -2.62921
C 0.70871 -0.39876 -1.77818
O 1.19296 -0.52267 -2.81865
H -2.08188 0.87805 -1.37376
N -0.69416 2.28975 5.07124
N -1.28152 1.47625 4.09016
N -2.62891 1.39956 3.89184
C -2.70481 0.91639 2.65395
N -1.47470 0.72917 2.10504
N -0.56144 1.15943 3.00780
H 0.19967 1.92431 5.38138
H -1.30162 2.44609 5.86512
H -3.64266 0.78058 2.12644
```

Values from the calculation:
Net charge: +2
E_LUMO (alpha / beta): -9.56 / -9.33 eV
Spin multiplicity: 7
Frontier orbital gap (alpha / beta): 0.2228 / 0.2371 hartree
Highest occupied orbital energy (alpha / beta): -15.62 / -15.78 eV

Mulliken population analysis, charges in e, atoms 1 to 5:
1 O -0.0129
2 C 0.2252
3 Tb 0.8240
4 O -0.0528
5 C 0.3038


Molecular formula: C4H6N2O2
Method: DFT, wB97M-V/def2-TZVPD

XYZ file:
```
14
C4H6N2O2 | the Open Molecules 2025 dataset | wB97M-V/def2-TZVPD
C 1.77496 0.59441 0.43320
C 0.62686 -0.14968 -0.14934
O 0.95423 -1.29910 -0.82086
N -0.29093 -1.97806 -0.62180
C -1.45801 -0.89663 -0.43965
O -2.62566 -1.16677 -0.37909
C -0.67820 0.26665 -0.11539
N -1.26572 1.47972 0.18465
H 1.93568 1.53823 -0.09688
H 1.63177 0.78628 1.49858
H 2.70324 0.02422 0.32622
H -0.59136 -2.81664 -1.10334
H -2.07234 1.39659 0.79945
H -0.64452 2.22079 0.48424
```

Values from the calculation:
E_LUMO: 0.76 eV
Frontier orbital gap: 0.3387 hartree
Highest occupied orbital energy: -8.46 eV
SMILES: Cc1o[nH]c(=O)c1N

Mulliken population analysis, charges in e, atoms 1 to 5:
1 C -1.3069
2 C 0.6003
3 O -0.2964
4 N -0.2310
5 C 0.2205


Molecular formula: C3H9BrNO
Method: DFT, wB97M-V/def2-TZVPD

XYZ file:
```
15
C3H9BrNO | the Open Molecules 2025 dataset | wB97M-V/def2-TZVPD
C 0.65150 -1.04636 1.14683
C -0.06485 2.25473 -0.09391
C -0.16425 -0.47052 0.01211
N 0.27068 -1.21841 -1.24594
O -1.37910 2.33590 -0.32396
Br -2.05995 -0.54397 0.16906
H 0.48114 -2.03840 1.43374
H 1.74297 -1.17885 0.93726
H 0.50929 -0.61954 2.14428
H 0.42009 2.27371 0.97321
H 0.48270 2.39282 -0.91530
H 1.17091 -0.76323 -1.51438
H 0.31076 -2.20691 -1.15418
H -0.38407 -1.19811 -1.96024
H -1.98782 2.02715 0.39143
```

Values from the calculation:
Net charge: +1
E_LUMO: -4.54 eV
Frontier orbital gap: 0.2826 hartree
Highest occupied orbital energy: -12.23 eV

Mulliken population analysis, charges in e, atoms 1 to 5:
1 C -1.3966
2 C -0.1097
3 C 0.0673
4 N -0.3162
5 O -0.3509


Molecular formula: O4RbS
Method: DFT, wB97M-V/def2-TZVPD

XYZ file:
```
6
O4RbS | the Open Molecules 2025 dataset | wB97M-V/def2-TZVPD
Rb -2.53594 0.74478 0.68369
S 0.54287 -0.21239 -0.16067
O 1.29522 1.00667 0.31926
O 1.42140 -1.24604 -0.72972
O -0.26783 -0.64499 0.98539
O -0.45571 0.35198 -1.09794
```

Values from the calculation:
E_LUMO (alpha / beta): -0.95 / -2.72 eV
Spin multiplicity: 2
Frontier orbital gap (alpha / beta): 0.3275 / 0.2545 hartree
Highest occupied orbital energy (alpha / beta): -9.87 / -9.65 eV

Mulliken population analysis, charges in e, atoms 1 to 5:
1 Rb 0.9606
2 S 1.3165
3 O -0.3482
4 O -0.5912
5 O -0.7079


Electronic energy, record by record: -150499.729; -17757.564; -7357.700; -18795.819; -46387.324; -11317.843; -76826.280; -19679.308 eV
ΔE to the lowest compared entry with this formula, charge and spin, record by record: 0.0822; 0.0332; 4.5549; 2.3806; 0.0000; 3.1993; 3.2411; 0.0000 eV